# 1
{
  "formula": "C4H9NO2",
  "method": "ωB97M-V with the def2-TZVPD basis set",
  "smiles": "C=NCO.CC=O",
  "e_above_lowest_ev": 2.612,
  "lumo_energy_ev": 1.0,
  "charge": 0,
  "e_homo_ha": -0.3618,
  "species": ["C", "N", "C", "O", "H", "H", "H", "H", "H", "C", "C", "O", "H", "H", "H", "H"],
  "xyz": [[1.983, -1.083, 0.318], [1.305, -0.459, 1.158], [0.881, 0.955, 0.908], [-0.317, 1.195, 1.575], [2.153, -0.715, -0.714], [2.294, -2.096, 0.541], [0.759, 1.278, -0.135], [1.702, 1.565, 1.325], [-0.248, 0.782, 2.447], [-1.932, 0.271, -1.139], [-0.923, -0.817, -0.984], [0.051, -0.968, -1.681], [-1.910, 0.874, -0.236], [-2.935, -0.158, -1.220], [-1.720, 0.893, -2.007], [-1.144, -1.519, -0.157]],
  "forces_ev_per_a": [[-0.1, 0.0, -1.4], [-0.6, 1.5, 0.7], [1.3, -0.8, 0.4], [-0.4, 0.0, 0.2], [0.3, -0.1, 0.6], [0.2, -0.1, 0.1], [-0.1, -0.5, 0.0], [-0.2, -0.1, 0.0], [0.0, 0.0, -0.2], [-0.1, 0.1, -0.3], [-0.1, -0.2, -0.3], [-0.4, 0.1, 0.0], [0.0, 0.1, 0.2], [0.1, 0.0, 0.0], [0.0, 0.0, 0.0], [0.2, 0.0, 0.0]],
  "nbo_charge": [-0.0286, -0.4530, 0.0585, -0.7236, 0.1661, 0.1729, 0.1675, 0.1592, 0.4809, -0.7385, 0.4558, -0.5513, 0.2626, 0.2329, 0.2270, 0.1116]
}


# 2
{
  "formula": "C4H33N2O12S",
  "method": "ωB97M-V with the def2-TZVPD basis set",
  "e_above_lowest_ev": 0.000,
  "lumo_energy_ev": 2.5,
  "charge": -1,
  "e_homo_ha": -0.2337,
  "species": ["C", "N", "C", "O", "C", "C", "S", "N", "H", "H", "H", "H", "H", "H", "H", "H", "H", "H", "H", "H", "H", "O", "H", "H", "O", "H", "H", "O", "H", "H", "O", "H", "H", "O", "H", "H", "O", "H", "H", "O", "H", "H", "O", "H", "H", "O", "H", "H", "O", "H", "H", "O"],
  "xyz": [[-1.128, 0.127, 1.191], [-0.629, -1.226, 1.511], [0.884, -1.149, 1.620], [1.510, -0.850, 0.425], [-2.543, 0.229, 1.712], [-2.649, -0.007, 3.248], [-1.293, 0.622, 4.337], [-3.161, 1.476, 1.258], [-1.084, 0.396, 0.128], [-0.449, 0.801, 1.711], [-0.682, -1.839, 0.707], [1.070, -2.195, 1.936], [1.203, -0.395, 2.351], [-3.187, -0.609, 1.403], [-2.772, -1.057, 3.482], [-3.476, 0.634, 3.559], [-0.280, -0.176, 3.948], [-4.012, 1.743, 1.739], [-2.479, 2.175, 1.553], [2.292, 1.936, -2.853], [2.519, 0.566, -3.195], [2.412, 1.410, -3.652], [0.170, 2.676, 1.247], [0.402, 3.780, 0.286], [0.048, 3.620, 1.169], [-0.988, -2.660, -4.364], [-1.947, -2.009, -3.596], [-1.935, -2.497, -4.437], [1.190, -1.953, -2.323], [2.727, -1.817, -2.640], [1.831, -1.596, -2.967], [-0.895, -0.415, -1.918], [0.310, -0.131, -2.929], [-0.539, -0.576, -2.796], [3.751, -2.775, -0.425], [2.394, -1.874, -0.560], [3.105, -2.393, -1.035], [-2.704, 1.995, -0.562], [-3.196, 2.522, -2.057], [-3.325, 1.947, -1.305], [1.163, -3.665, -1.417], [0.442, -2.775, -0.396], [0.330, -3.198, -1.254], [3.349, -1.719, 1.126], [4.069, -0.397, 1.340], [4.212, -1.351, 1.288], [1.730, 0.719, 0.158], [2.519, 1.932, 0.539], [1.657, 1.732, 0.154], [0.500, 2.161, -1.344], [-0.559, 3.083, -1.923], [0.398, 2.975, -1.861]],
  "forces_ev_per_a": [[-0.3, -1.1, -0.2], [1.7, 1.2, 0.2], [-0.6, -0.7, -1.1], [-0.2, -0.4, 0.0], [-1.1, -0.4, 0.9], [1.0, 0.9, 0.1], [-0.2, 0.1, -0.2], [1.5, 0.3, 0.8], [0.0, -0.1, 0.0], [-0.3, 0.3, 0.1], [-0.8, 0.1, -0.1], [0.7, 0.3, 0.4], [-0.4, -0.3, 0.5], [0.4, 0.2, -0.8], [-0.3, 0.0, 0.0], [-0.2, -0.5, 0.3], [-0.3, 0.0, -0.1], [-0.1, -0.4, -0.1], [-0.2, 0.5, -0.1], [-0.2, 0.8, -0.3], [0.0, -0.7, -0.6], [0.1, -0.2, 0.9], [0.3, -0.3, 0.1], [0.0, 0.0, -0.1], [-0.5, 0.7, 0.1], [0.3, -0.3, -0.7], [-0.7, 0.3, -0.3], [0.4, 0.1, 0.9], [0.3, 0.1, -0.3], [-1.0, -0.1, 0.0], [0.6, 0.4, -0.8], [0.4, 0.3, 0.0], [-0.1, -0.1, 0.3], [-0.8, 0.0, -0.2], [-0.3, 0.5, -0.1], [0.5, 0.2, 0.5], [0.4, -1.1, 0.1], [-0.3, 0.4, -0.3], [0.7, 0.3, 0.2], [-0.7, -0.6, -0.5], [0.0, 0.1, 0.2], [0.4, 0.1, -0.1], [-0.3, -0.5, -0.1], [-0.8, 0.4, -0.1], [-0.2, -0.4, -0.1], [1.2, 0.3, 0.7], [-0.8, -0.2, 0.1], [-0.2, 0.6, -0.1], [1.0, -1.1, 0.2], [0.3, 0.2, 0.1], [0.1, 0.0, -0.2], [-0.5, 0.0, 0.1]],
  "nbo_charge": [-0.2521, -0.6605, 0.0907, -0.9919, -0.0688, -0.4977, -0.0973, -0.8375, 0.1815, 0.1991, 0.3456, 0.1258, 0.1372, 0.1928, 0.2243, 0.2091, 0.1332, 0.3625, 0.3609, 0.4698, 0.4774, -0.9506, 0.4805, 0.4848, -0.9728, 0.4696, 0.4819, -0.9534, 0.4996, 0.4982, -1.0303, 0.4699, 0.5089, -0.9795, 0.4814, 0.5192, -1.0407, 0.4989, 0.4654, -0.9826, 0.4894, 0.4733, -0.9488, 0.4833, 0.4706, -0.9615, 0.5167, 0.4679, -1.0392, 0.4936, 0.4657, -0.9633]
}


# 3
{
  "formula": "C5H8O2",
  "method": "ωB97M-V with the def2-TZVPD basis set",
  "e_above_lowest_ev": 5.008,
  "lumo_energy_ev": 0.7,
  "charge": 0,
  "e_homo_ha": -0.3393,
  "species": ["C", "C", "O", "C", "C", "O", "C", "H", "H", "H", "H", "H", "H", "H", "H"],
  "xyz": [[-0.426, -1.733, 0.083], [-0.716, -0.449, 0.287], [-1.577, 0.292, -0.467], [-0.096, 0.411, 1.351], [0.797, 1.488, 0.778], [1.848, 1.028, -0.119], [0.934, 1.742, -0.694], [0.305, -2.237, 0.704], [-0.892, -2.309, -0.714], [0.497, -0.847, -2.796], [-1.846, -0.219, -1.241], [-0.896, 0.913, 1.910], [0.465, -0.212, 2.056], [1.145, 2.258, 1.464], [0.459, -0.128, -2.602]],
  "forces_ev_per_a": [[0.0, 0.1, 0.0], [0.2, -0.2, 0.1], [0.0, -0.2, -0.1], [0.0, 0.0, 0.0], [-0.1, 0.1, 0.2], [-0.1, 0.1, -0.3], [0.3, -0.2, 0.3], [-0.1, 0.1, -0.1], [0.1, 0.1, 0.1], [0.0, 0.1, 0.0], [0.0, 0.1, 0.1], [0.1, -0.1, -0.1], [-0.1, 0.1, -0.1], [-0.1, -0.1, -0.1], [0.0, -0.1, -0.1]],
  "nbo_charge": [-0.5232, 0.3282, -0.6795, -0.4897, -0.0948, -0.4254, 0.3246, 0.2148, 0.2012, -0.0134, 0.4866, 0.2385, 0.2297, 0.1967, 0.0056]
}


# 4
{
  "formula": "C4H11N2",
  "method": "ωB97M-V with the def2-TZVPD basis set",
  "e_above_lowest_ev": 3.123,
  "lumo_energy_ev": -3.3,
  "charge": 1,
  "e_homo_ha": -0.4253,
  "species": ["C", "C", "C", "C", "N", "N", "H", "H", "H", "H", "H", "H", "H", "H", "H", "H", "H"],
  "xyz": [[-1.455, -0.736, -0.891], [0.551, 0.784, -0.918], [-1.888, -2.132, -0.709], [1.247, 1.555, 1.378], [-0.220, -0.347, -0.629], [1.638, 1.026, 0.039], [-2.125, -0.015, -1.330], [-0.021, 1.673, -1.140], [-1.175, -2.710, -0.124], [-2.012, -2.617, -1.679], [-2.860, -2.162, -0.220], [0.557, 0.866, 1.859], [2.126, 1.682, 2.008], [0.754, 2.517, 1.256], [0.349, -1.106, -0.248], [2.175, 0.160, 0.164], [2.260, 1.709, -0.408]],
  "forces_ev_per_a": [[1.5, 1.0, 0.1], [-1.0, -0.3, -0.8], [-0.1, -0.2, 0.0], [-0.1, 0.2, 0.6], [-0.3, -0.6, 0.2], [-0.2, -0.1, 0.2], [0.0, 0.2, 0.0], [0.1, 0.1, 0.0], [0.0, -0.1, 0.1], [0.0, 0.0, 0.0], [0.0, 0.0, 0.1], [0.0, -0.1, -0.1], [0.1, 0.0, 0.0], [0.0, -0.1, -0.2], [-0.2, 0.0, -0.1], [0.1, 0.4, -0.1], [0.0, -0.4, 0.0]],
  "nbo_charge": [0.1118, -0.2103, -0.6716, -0.4313, -0.4097, -0.5061, 0.2149, 0.1958, 0.2223, 0.2572, 0.2563, 0.2266, 0.2321, 0.2371, 0.3993, 0.4260, 0.4498]
}


# 5
{
  "formula": "C26H24F6Ge2N2O8Re",
  "method": "ωB97M-V with the def2-TZVPD basis set",
  "spin_multiplicity": 3,
  "e_above_lowest_ev": 0.111,
  "lumo_energy_ev": [-5.2, -5.1],
  "charge": 1,
  "e_homo_ha": [-0.4514, -0.4460],
  "species": ["Re", "O", "C", "O", "C", "C", "C", "C", "C", "C", "O", "N", "O", "O", "N", "O", "O", "H", "H", "C", "Ge", "C", "C", "Ge", "C", "C", "C", "C", "C", "C", "C", "C", "C", "C", "C", "C", "H", "H", "H", "H", "H", "H", "H", "H", "H", "H", "H", "H", "H", "H", "H", "H", "H", "H", "H", "C", "C", "O", "C", "F", "F", "F", "C", "F", "F", "F", "H", "H", "H"],
  "xyz": [[-1.492, -0.310, 0.242], [-1.058, 1.595, 3.749], [-1.123, 1.503, 2.567], [-1.193, 0.251, 1.996], [-1.118, 2.673, 1.637], [-0.894, 3.914, 2.227], [-0.804, 5.039, 1.441], [-0.932, 4.990, 0.065], [-1.180, 3.766, -0.508], [-1.265, 2.598, 0.251], [-1.386, 1.429, -0.419], [-1.289, 3.691, -1.974], [-0.487, 4.343, -2.606], [-2.167, 2.994, -2.435], [-0.524, 6.341, 2.082], [-0.476, 7.308, 1.356], [-0.353, 6.337, 3.280], [-0.773, 3.982, 3.299], [-0.830, 5.882, -0.538], [3.453, -2.246, 2.096], [1.681, -2.722, 1.431], [0.320, -2.737, 2.831], [1.743, -4.442, 0.516], [1.087, -0.855, -0.077], [1.202, -0.966, -2.010], [0.662, 0.013, -2.848], [0.785, -0.094, -4.225], [1.452, -1.178, -4.780], [1.988, -2.159, -3.959], [1.857, -2.058, -2.581], [1.693, 0.878, 0.596], [1.995, 1.937, -0.261], [2.415, 3.157, 0.251], [2.548, 3.330, 1.623], [2.262, 2.280, 2.486], [1.834, 1.064, 1.973], [3.777, -2.999, 2.815], [3.455, -1.275, 2.587], [4.174, -2.222, 1.278], [0.585, -3.489, 3.575], [-0.654, -3.001, 2.418], [0.234, -1.772, 3.331], [2.078, -5.187, 1.240], [2.445, -4.445, -0.316], [0.762, -4.736, 0.151], [0.130, 0.863, -2.437], [0.362, 0.671, -4.863], [1.552, -1.258, -5.854], [2.507, -3.005, -4.390], [2.274, -2.836, -1.953], [1.917, 1.815, -1.335], [2.649, 3.970, -0.425], [2.884, 4.279, 2.020], [2.367, 2.408, 3.555], [1.594, 0.262, 2.663], [-4.493, -3.162, -0.254], [-3.122, -2.621, -0.609], [-2.633, -1.785, 0.428], [-3.178, -1.754, -1.882], [-4.210, -0.938, -1.889], [-2.036, -0.898, -1.845], [-3.104, -2.407, -3.010], [-2.109, -3.774, -0.789], [-1.901, -4.370, 0.385], [-0.926, -3.304, -1.226], [-2.546, -4.678, -1.656], [-5.161, -2.335, -0.024], [-4.404, -3.802, 0.620], [-4.902, -3.741, -1.081]],
  "forces_ev_per_a": [[0.0, 0.0, 0.0], [0.0, 0.0, 0.0], [-0.1, -0.1, -0.1], [0.0, 0.1, 0.0], [0.0, 0.0, 0.0], [0.0, 0.0, 0.0], [0.0, 0.0, 0.0], [0.0, 0.0, 0.0], [0.0, 0.0, 0.0], [0.0, 0.0, 0.0], [0.0, 0.0, 0.0], [0.0, 0.0, 0.0], [0.0, 0.0, 0.0], [0.0, 0.0, 0.0], [0.0, 0.0, 0.0], [0.0, 0.0, 0.0], [0.0, 0.0, 0.0], [0.0, 0.0, 0.0], [0.0, 0.0, 0.0], [0.0, 0.0, 0.0], [0.0, 0.0, 0.0], [0.0, 0.0, 0.0], [0.0, 0.0, 0.0], [0.0, 0.0, 0.0], [0.0, 0.0, 0.0], [0.0, 0.0, 0.0], [0.0, 0.0, 0.0], [0.0, 0.0, 0.0], [0.0, 0.0, 0.0], [0.0, 0.0, 0.0], [0.0, 0.0, 0.0], [0.0, 0.0, 0.0], [0.0, 0.0, 0.0], [0.0, 0.0, 0.0], [0.0, 0.0, 0.0], [0.0, 0.0, 0.0], [0.0, 0.0, 0.0], [0.0, 0.0, 0.0], [0.0, 0.0, 0.0], [0.0, 0.0, 0.0], [0.0, 0.0, 0.0], [0.0, 0.0, 0.0], [0.0, 0.0, 0.0], [0.0, 0.0, 0.0], [0.0, 0.0, 0.0], [0.0, 0.0, 0.0], [0.0, 0.0, 0.0], [0.0, 0.0, 0.0], [0.0, 0.0, 0.0], [0.0, 0.0, 0.0], [0.0, 0.0, 0.0], [0.0, 0.0, 0.0], [0.0, 0.0, 0.0], [0.0, 0.0, 0.0], [0.0, 0.0, 0.0], [0.0, 0.0, 0.0], [0.0, 0.0, 0.0], [0.0, -0.1, 0.0], [0.0, 0.0, 0.0], [0.0, 0.0, 0.0], [0.0, 0.0, 0.0], [0.0, 0.0, 0.0], [0.0, 0.0, 0.0], [0.0, 0.0, 0.0], [0.0, 0.0, 0.0], [0.0, 0.0, 0.0], [0.0, 0.0, 0.0], [0.0, 0.0, 0.0], [0.0, 0.0, 0.0]],
  "lowdin_spin": [1.6326, 0.0390, 0.0171, 0.1488, 0.0061, -0.0002, 0.0032, -0.0024, 0.0032, 0.0074, 0.0752, 0.0005, 0.0008, 0.0010, 0.0004, 0.0001, 0.0010, -0.0001, -0.0002, -0.0024, -0.0041, 0.0004, -0.0003, -0.0149, 0.0056, 0.0002, 0.0003, -0.0005, 0.0009, -0.0006, -0.0036, -0.0026, 0.0004, -0.0028, 0.0005, -0.0024, -0.0003, 0.0000, 0.0000, 0.0000, 0.0002, -0.0002, -0.0001, 0.0000, 0.0000, -0.0003, 0.0001, -0.0001, 0.0001, -0.0002, 0.0000, 0.0001, -0.0002, 0.0001, 0.0002, -0.0003, 0.0123, 0.0447, 0.0033, 0.0006, 0.0301, 0.0007, 0.0007, -0.0002, 0.0006, 0.0008, 0.0001, 0.0001, -0.0002]
}


# 6
{
  "formula": "C4H13NO2",
  "method": "ωB97M-V with the def2-TZVPD basis set",
  "e_above_lowest_ev": 6.082,
  "lumo_energy_ev": -3.6,
  "charge": 0,
  "e_homo_ha": -0.2757,
  "species": ["N", "C", "C", "C", "C", "H", "H", "H", "H", "H", "H", "H", "H", "H", "H", "H", "O", "H", "H", "O"],
  "xyz": [[-3.982, 0.395, 1.514], [-2.033, -0.095, -1.429], [1.495, -1.064, -0.309], [0.133, -1.202, -0.796], [-0.721, -0.081, -0.828], [-3.278, 0.590, 0.715], [-3.971, -0.569, 1.853], [-2.496, -0.921, -1.957], [-2.279, 0.904, -1.802], [2.192, -0.655, -1.048], [1.977, -2.027, -0.060], [1.497, -0.473, 0.581], [-0.201, -2.091, -1.328], [-0.334, 0.837, -0.335], [4.605, 0.113, 1.069], [2.814, 1.048, 0.627], [3.810, -0.090, 0.593], [-3.915, 1.028, 2.331], [2.539, 2.478, -0.008], [2.151, 1.875, 0.615]],
  "forces_ev_per_a": [[0.8, 0.5, -0.9], [4.6, 1.1, -0.3], [-0.8, -2.2, 0.2], [0.6, 0.5, -0.7], [-3.1, 0.0, -0.1], [-1.5, -0.5, 2.5], [0.3, 0.5, -0.4], [0.1, -0.3, 0.5], [-0.9, -0.2, 0.8], [0.2, 0.7, 0.0], [-0.3, 0.2, -0.3], [0.4, 1.0, 0.4], [-0.1, -0.2, 0.3], [-0.3, -0.5, -0.6], [0.6, 0.2, 0.3], [0.2, 0.7, 0.1], [-1.2, -0.3, -0.5], [0.4, -0.5, -1.1], [0.3, 0.3, -0.3], [-0.3, -1.0, 0.2]],
  "nbo_charge": [-1.1049, -0.1531, -0.7371, 0.1987, -0.3110, 0.3623, 0.3675, 0.2155, 0.2231, 0.3498, 0.2737, 0.3075, 0.2021, 0.2789, 0.4357, 0.5051, -1.1783, 0.3785, 0.4506, -1.0647]
}


> Which formula does entry 2 have?

C4H33N2O12S